(1)
Below is a 3-piece molecular cluster, C33H70F2N7O2S overall, with properties calculated with ωB97M-V with the def2-TZVPD basis set.

Summary:
- charge = +1
- HOMO-LUMO gap (eV) = 5.47
- energy (eV) = -66142.10179

Cartesian coordinates (Å):
S -3.898488 -4.506587 -0.683833
F -8.394222 -1.726283 -1.784425
F -5.852820 1.275097 -1.385826
O 2.251674 -0.040438 1.186484
O 0.886470 1.564415 1.773346
N -5.429775 0.044943 -0.901814
N -3.158174 0.551241 -0.509714
N -0.137434 -1.465077 -0.541188
N -1.723289 -1.539099 -5.602750
N 7.379802 -0.760334 1.539859
N -3.898929 -1.354536 -1.760194
N 4.097235 4.176644 -1.515967
C 5.617735 0.981674 1.680473
C 6.861121 -1.546090 3.920373
C 7.174748 -3.272108 1.088862
C -1.887768 -1.726024 1.090549
C -1.392341 2.466303 1.565207
C -2.063798 -2.498035 -4.542636
C -1.212594 -1.042619 -0.083482
C 2.187640 2.591991 -0.900973
C 1.551332 0.386609 2.015480
C -3.496196 -2.334972 -4.037630
C -4.988175 -3.094428 -0.265582
C -8.159069 -0.275475 0.124121
C 4.061705 6.622580 -1.942422
C -0.436279 1.523521 2.330523
C -1.752177 -5.399189 0.795689
C -6.212441 -1.072312 -1.398311
C 6.020333 -0.399530 1.184993
C 4.841856 4.291559 -0.273455
C -3.731164 -1.064616 -3.204479
C -9.477054 0.264476 -0.464521
C -2.828566 1.889025 1.615578
C -4.069442 -0.181691 -1.010571
C -3.263746 -5.144640 0.908564
C -7.551889 -1.403278 -0.739428
C 3.435477 2.901765 -1.734620
C -5.082775 -2.144537 -1.461642
C -1.741612 0.202880 -0.770930
C 1.427715 -0.340986 3.337767
C 7.869162 -1.930802 0.829399
C -3.525254 1.758223 0.253348
C 7.702183 -0.701636 2.955284
C 4.055254 4.559511 1.015154
C 3.278008 5.319026 -1.873813
H -3.436164 2.590549 2.188565
H -3.754696 -6.068761 1.203635
H 1.320550 0.315411 4.201845
H -0.816163 0.508179 2.193071
H -0.453370 1.821285 3.381597
H 3.419739 7.417148 -2.326507
H -0.708926 -1.502976 -5.647518
H -7.491672 0.571951 0.283444
H 2.426615 5.452329 -1.187696
H 5.791424 -1.467449 3.716858
H 2.248093 -1.038559 3.455021
H 1.675281 1.719996 -1.318651
H -10.206712 -0.523663 -0.628812
H -9.939998 0.953697 0.241280
H 3.560921 3.660651 1.384766
H -3.282119 2.627531 -0.363956
H 4.918257 6.529116 -2.610974
H -2.901137 -0.376970 -3.387651
H -2.025311 -0.601734 -5.349526
H 4.417736 6.939408 -0.961096
H 3.158318 2.849862 -2.793502
H 2.854869 5.138915 -2.866219
H -3.412373 -4.401709 1.694025
H 5.940543 -0.392009 0.094391
H 4.161554 2.095305 -1.595875
H -7.519385 -2.299241 -0.123428
H 4.632692 1.238151 1.284694
H -4.160648 -2.325408 -4.905322
H 6.324685 1.741571 1.344411
H -1.507734 -5.919423 -0.130468
H -6.483363 -0.746595 -2.412091
H -9.254718 0.792455 -1.391470
H -2.899810 0.948539 2.164726
H -4.595468 1.819987 0.422289
H 7.440500 -3.685795 2.060998
H 8.938790 -2.042626 1.027238
H 0.146895 -2.296890 -0.024117
H 3.304235 5.341335 0.889090
H 5.285688 -1.134332 1.548456
H 5.576495 5.092714 -0.393053
H -1.382616 -2.491258 -3.677681
H 5.445262 3.391391 -0.140513
H -5.960995 -3.518960 -0.029895
H 7.141930 -2.597874 3.892223
H -1.656104 0.013292 -1.838030
H 6.088263 -3.193924 1.027683
H -1.145871 -2.143176 1.767503
H -1.062987 1.026204 -0.562703
H -1.180630 -4.474778 0.858582
H 2.436328 2.346920 0.124604
H 4.740301 4.890579 1.798871
H 1.475559 3.421572 -0.901296
H 5.552120 1.024417 2.769755
H -8.378397 -0.683361 1.112141
H -4.654526 -2.549478 0.624289
H -2.417065 -2.586399 0.678569
H -2.615065 -1.101017 1.612493
H -1.390858 3.405951 2.117555
H 7.023615 -1.201289 4.944076
H 7.491196 -3.999311 0.337790
H 7.633835 0.342530 3.274089
H -5.425074 -2.821035 -2.248231
H -1.040208 2.704861 0.561740
H -1.435763 -6.027373 1.631321
H 8.757026 -0.954538 3.087835
H 0.514627 -0.947651 3.316124
H -3.752727 -3.243200 -3.489485
H -4.627227 -0.569789 -3.601057
H 7.802670 -1.717982 -0.242684
H -2.004711 -3.493430 -4.988987

Atomic forces in eV per Å
S 0.182 0.333 0.002
F -0.092 -0.128 -0.388
F 0.187 0.047 0.086
O 1.762 -0.889 -2.197
O -0.837 -0.423 0.851
N -0.437 0.334 1.877
N 0.632 0.652 0.456
N 0.977 -0.526 -0.786
N 0.124 0.006 0.619
N 0.234 -0.108 -0.122
N 1.467 -0.507 0.712
N 0.007 -0.280 -0.085
C -0.112 0.021 0.053
C 0.094 -0.059 0.122
C 0.086 -0.115 0.007
C -0.580 0.167 -0.549
C 0.209 -0.240 1.027
C -0.284 -0.268 0.022
C -0.758 -0.003 1.154
C -0.015 -0.054 -0.096
C -0.329 0.497 1.537
C 0.249 -0.140 -0.282
C 0.387 0.177 0.667
C -0.783 0.033 0.057
C -0.041 0.044 0.056
C -0.303 0.487 -0.893
C -0.260 -0.219 0.145
C 0.379 0.550 -0.795
C -0.089 0.120 0.117
C 0.214 0.290 0.112
C -0.209 -0.258 -0.924
C 0.353 0.050 0.251
C 0.044 0.520 -0.471
C -1.805 -1.246 -1.814
C 0.633 0.287 0.111
C 0.046 0.532 0.942
C -0.125 -0.094 -0.267
C -1.880 -0.850 -0.252
C -0.043 -0.254 -0.456
C -1.054 0.205 0.248
C 0.043 -0.060 -0.230
C 0.335 0.875 0.502
C -0.066 0.259 0.214
C 0.052 -0.104 0.121
C 0.088 0.179 0.044
H -0.163 -0.072 -0.093
H -0.291 0.096 -0.170
H 0.181 0.044 -0.063
H 0.013 -0.001 0.353
H 0.155 -0.328 0.045
H 0.000 -0.014 0.017
H -0.098 0.136 -0.311
H 0.185 -0.196 -0.116
H -0.058 0.059 -0.024
H 0.013 0.012 -0.041
H 0.221 0.204 -0.086
H 0.054 -0.044 0.031
H 0.098 -0.059 -0.224
H 0.166 0.139 -0.038
H -0.088 0.041 -0.024
H 0.074 -0.083 -0.032
H 0.014 -0.051 0.041
H -0.020 -0.001 0.394
H 0.094 -0.038 -0.078
H 0.023 -0.002 -0.023
H 0.023 0.134 -0.003
H -0.017 -0.187 0.046
H -0.318 -0.012 -0.052
H 0.108 -0.155 -0.003
H 0.057 0.092 0.115
H 0.290 -0.052 -0.067
H 0.007 -0.032 -0.008
H 0.011 0.121 0.011
H 0.070 -0.044 0.052
H 0.070 0.040 0.032
H -0.050 -0.477 -0.082
H -0.330 -0.041 -0.060
H 0.155 -0.021 -0.040
H -0.049 -0.514 -0.247
H -0.072 0.017 0.022
H -0.029 0.074 0.127
H 0.387 0.083 -0.117
H 0.007 -0.003 -0.035
H -0.094 0.024 -0.050
H -0.080 0.038 -0.054
H 0.007 0.123 -0.091
H -0.122 -0.100 -0.121
H -0.092 0.223 -0.132
H -0.099 -0.020 -0.043
H 0.124 0.043 0.012
H 0.007 0.031 0.014
H 0.059 0.283 0.155
H -0.366 0.192 0.209
H -0.019 0.014 -0.216
H -0.014 0.066 0.010
H 0.002 0.002 -0.023
H 0.056 0.056 0.003
H 0.030 0.030 -0.011
H 0.126 -0.032 0.002
H 0.177 -0.219 0.045
H -0.179 0.031 -0.034
H 0.151 -0.093 0.130
H -0.005 0.153 -0.258
H 0.002 0.012 -0.018
H 0.001 0.026 -0.004
H -0.068 -0.003 -0.069
H 0.706 0.359 -0.585
H 0.032 -0.235 0.016
H 0.003 -0.020 -0.064
H -0.017 -0.095 -0.166
H 0.032 0.040 0.013
H 0.012 0.154 0.205
H 0.031 0.133 0.231
H -0.091 0.087 0.035
H 0.113 -0.007 0.102

Mulliken atomic charge list, values in e, 2 entries: S -0.269; F -0.433


(2)
Below is C23H34Cl5N2O6P2RbS as an isolated structure, with properties calculated with ωB97M-V with the def2-TZVPD basis set.

Summary:
- ΔE to the lowest compared entry with this formula, charge and spin (eV) = 0.000
- HOMO-LUMO gap (eV) = 7.59
- energy (eV) = -132354.63248

Cartesian coordinates (Å):
Rb -1.640526 -0.823631 -0.717853
Cl -4.514561 -2.230917 -1.148923
Cl 0.068392 -5.089918 -0.881287
Cl -6.168605 -4.853761 -0.751605
Cl -4.706616 -7.598560 -0.481870
Cl -1.591310 -7.711127 -0.528966
S -1.376689 -0.973145 2.641708
P -0.567545 2.598603 -0.009494
P 1.706874 0.484559 -0.221194
O -1.584827 1.823408 -0.740364
O 2.833944 1.408274 -0.842625
O -1.270217 3.412141 1.146191
O 0.984960 -0.335940 -1.213392
O 0.259338 3.617356 -0.894762
O 2.372677 -0.303793 0.976706
N -3.459558 -2.649457 2.524052
N -1.345871 -3.597005 2.277312
C -3.185889 -5.030106 2.290553
C -2.403912 -6.196900 -0.757838
C -1.705299 -5.002818 -0.913838
C -3.955142 -3.860305 2.426683
C 3.363415 1.195392 -2.182336
C -3.664776 -3.779057 -1.013541
C 0.722946 1.615947 0.777083
C -0.333990 4.472629 -1.928821
C 3.071436 -1.571812 0.951421
C -2.285620 -3.761774 -1.059205
C -0.588821 3.163897 3.464770
C 4.773491 1.744838 -2.175720
C -1.525110 5.257718 -1.408440
C 0.436785 4.990167 2.036713
C -0.783440 4.128841 2.310128
C 2.186910 -2.673212 0.408996
C -1.843274 -4.845115 2.177801
C 4.392048 -1.450410 0.218113
C 2.460966 1.873032 -3.184989
C -4.440651 -4.924602 -0.847640
C -3.795555 -6.154055 -0.730562
C -0.689040 3.673199 -3.166971
C -2.119796 -2.480194 2.472287
H -1.134835 -5.639808 1.991264
H -1.269353 5.842198 -0.526100
H 3.371177 0.120645 -2.375205
H 1.317286 4.397438 1.791714
H 4.962454 -0.598167 0.587363
H 4.979202 -2.356904 0.372609
H 2.873584 1.751974 -4.187867
H 2.641577 -3.642604 0.616780
H 4.756806 2.813068 -1.953438
H -0.354732 -3.433241 2.186559
H 0.482275 5.158138 -2.159297
H -0.500457 3.725573 4.395727
H 5.384520 1.244375 -1.425608
H -5.039486 -3.928277 2.455534
H 5.232589 1.599387 -3.154176
H -1.622152 4.785596 2.544101
H 0.662341 5.563901 2.936612
H 4.232725 -1.332726 -0.854770
H 1.467835 1.426255 -3.160808
H 0.263232 5.688410 1.220489
H 3.262798 -1.747247 2.010478
H 0.207244 0.982460 1.507198
H -2.353207 4.592321 -1.161580
H 0.156478 3.079647 -3.506813
H 0.317564 2.567677 3.347171
H -3.632310 -6.009028 2.211212
H 2.036965 -2.576517 -0.666402
H -0.964073 4.368010 -3.962460
H 1.201789 -2.639671 0.876229
H -1.859859 5.943396 -2.187972
H -1.441312 2.489542 3.545580
H 1.417090 2.255643 1.318580
H -1.527353 3.006808 -2.971876
H 2.384047 2.939367 -2.959119

Atomic forces in eV per Å
Rb -0.286 -0.462 -0.131
Cl -0.268 0.000 -0.031
Cl -0.009 -0.023 0.048
Cl 0.029 -0.004 0.004
Cl -0.013 0.001 -0.001
Cl -0.021 0.021 0.000
S 0.049 -0.268 -0.008
P -0.045 0.173 -0.017
P 0.080 -0.025 0.113
O 0.156 0.364 0.056
O -0.017 0.007 0.061
O 0.057 -0.002 -0.005
O 0.285 0.175 0.030
O -0.023 0.070 -0.046
O -0.017 0.183 -0.093
N -0.014 0.057 -0.024
N -0.081 0.027 0.031
C 0.043 0.058 -0.054
C 0.087 -0.063 -0.009
C -0.023 0.073 -0.073
C -0.023 -0.051 0.059
C 0.021 -0.031 0.023
C 0.218 -0.172 0.002
C -0.112 -0.057 -0.118
C -0.038 -0.009 0.024
C 0.014 -0.085 0.050
C -0.085 -0.087 0.137
C 0.017 -0.025 -0.009
C -0.045 -0.007 0.005
C 0.047 -0.031 0.039
C -0.035 -0.044 -0.043
C -0.017 0.012 0.022
C -0.033 -0.029 -0.078
C -0.096 -0.033 -0.019
C -0.015 0.038 0.022
C 0.027 0.031 -0.049
C -0.118 0.065 -0.024
C 0.005 0.011 0.029
C 0.029 -0.034 0.003
C 0.005 0.216 0.040
H 0.042 0.003 0.018
H 0.005 0.006 0.018
H 0.027 -0.010 0.004
H 0.031 -0.048 -0.005
H 0.008 -0.010 0.006
H -0.011 0.015 -0.017
H -0.024 0.021 -0.016
H -0.003 -0.014 -0.008
H 0.002 -0.009 -0.008
H 0.077 -0.033 -0.033
H 0.014 -0.005 0.023
H 0.008 -0.006 -0.005
H -0.001 -0.014 0.005
H 0.036 -0.015 -0.019
H -0.002 0.003 0.009
H -0.008 -0.007 -0.004
H -0.005 -0.002 -0.007
H -0.012 0.000 -0.041
H 0.034 -0.010 0.013
H -0.026 0.012 -0.025
H 0.020 -0.017 0.005
H 0.017 0.023 0.008
H 0.002 -0.010 0.000
H -0.046 0.054 -0.009
H -0.023 0.014 0.016
H 0.000 0.011 -0.008
H 0.013 -0.025 0.046
H -0.009 -0.016 0.000
H 0.038 0.031 0.018
H 0.010 -0.004 0.006
H 0.009 0.009 0.004
H 0.029 0.057 0.027
H -0.012 0.003 0.020
H 0.024 -0.048 -0.008

Mulliken atomic charge list, values in e, 2 entries: Rb 0.838; Cl -0.258


In the order shown, the computed HOMO level values come out to -9.3 -7.6 eV.